Record 1
Here is a molecular structure, C19H18BrN6O7Tl from the OMol25 dataset. Energies are from ωB97M-V with the def2-TZVPD basis set.

Structure (ORCA input):
```
! RIJCOSX wB97M-V def2-TZVPD def2/J DEFGRID3
* xyz -2 1
Tl -0.084 0.156 1.357
O -2.496 3.732 2.719
C -1.999 2.898 1.958
O -0.911 2.261 2.145
C -2.709 2.680 0.603
C -1.709 2.740 -0.562
C -2.446 2.998 -1.886
C -3.068 1.605 -2.164
C -2.612 0.825 -0.925
O -1.296 1.375 -0.718
C -3.400 1.303 0.310
C -3.444 0.250 1.434
O -4.521 0.086 2.014
O -2.386 -0.443 1.614
H -3.445 3.479 0.523
H -0.836 3.362 -0.374
H -3.189 3.791 -1.786
H -1.745 3.281 -2.674
H -4.153 1.626 -2.263
H -2.641 1.160 -3.063
H -2.524 -0.253 -1.033
H -4.440 1.487 0.041
C -3.214 -3.216 0.180
O -1.930 -3.842 0.312
C -0.902 -3.140 -0.219
O -1.029 -2.161 -0.925
N 0.269 -3.736 0.090
N 1.520 -3.242 -0.309
H -3.925 -3.929 0.591
H -3.437 -3.025 -0.870
H -3.236 -2.284 0.744
H 0.269 -4.538 0.692
H 1.391 -2.745 -1.185
H 1.852 -2.572 0.384
Br 0.330 0.090 -3.636
C 1.604 0.381 -2.247
C 1.661 1.631 -1.651
C 2.622 1.818 -0.673
C 3.460 0.766 -0.332
C 3.291 -0.441 -0.986
N 2.376 -0.636 -1.943
H 0.964 2.405 -1.932
H 2.699 2.771 -0.165
H 4.219 0.868 0.430
H 3.900 -1.299 -0.729
N 3.425 -2.019 2.045
C 4.540 -1.779 2.243
C 5.901 -1.482 2.456
C 6.453 -0.333 1.855
N 6.896 0.610 1.348
C 6.707 -2.319 3.254
N 7.376 -3.002 3.906
*
```

Results
LUMO level ... 4.001 eV
Highest occupied orbital energy ... -0.1161 hartree
Frontier orbital gap ... 7.16 eV
Energy relative to the best compared isomer or geometry (same formula, charge and spin) ... 0.0 kJ/mol

Record 2
Here is C19H18ClFN2O3 in the gas phase from the OMol25 dataset. Energies are from ωB97M-V with the def2-TZVPD basis set.

Structure (ORCA input):
```
! RIJCOSX wB97M-V def2-TZVPD def2/J DEFGRID3
* xyz 0 1
O 1.952 0.680 -2.598
O -1.430 1.425 0.134
F -2.528 -2.406 3.079
Cl 6.057 2.024 0.290
O -1.855 2.824 -1.535
C 1.091 0.461 -1.772
C -1.610 1.565 -1.014
C -0.229 -2.346 2.864
C -1.438 -0.290 2.699
C 4.438 1.186 2.270
C 0.943 -1.624 2.597
C -0.282 0.402 2.366
C 3.153 0.729 2.628
C 3.647 0.958 -0.010
C -1.441 -1.680 2.961
C 4.671 1.270 0.971
C 0.914 -0.271 2.379
C 2.115 0.332 1.845
C 2.340 0.500 0.399
N 1.346 0.187 -0.480
N -0.067 0.322 -2.461
C -3.243 -0.707 -2.909
C -2.569 -1.820 -2.073
C -2.307 0.370 -3.105
C -1.676 -0.968 -1.233
C -1.407 0.350 -1.908
H -1.957 3.420 -0.788
H -0.136 -3.445 3.035
H -2.391 0.285 2.863
H 5.098 1.543 3.128
H 1.954 -2.110 2.521
H -0.282 1.463 2.255
H 3.176 0.550 3.730
H 4.026 1.064 -1.090
H 0.492 -0.007 0.058
H 0.086 0.656 -3.393
H -3.773 -1.050 -3.791
H -4.013 -0.230 -2.279
H -1.877 -2.473 -2.687
H -3.326 -2.419 -1.437
H -1.728 0.354 -4.038
H -2.979 1.296 -3.146
H -0.782 -1.492 -0.999
H -2.172 -0.879 -0.329
*
```

Results
LUMO level ... 0.384 eV
Highest occupied orbital energy ... -0.3144 hartree
Frontier orbital gap ... 8.94 eV
Energy relative to the best compared isomer or geometry (same formula, charge and spin) ... 213.4 kJ/mol
SMILES ... O=C(Nc1cc(Cl)ccc1-c1ccc(F)cc1)NC1(C(=O)O)CCCC1

Record 3
Here is a molecular structure, C19H18ClN5O8P2Sn from the OMol25 dataset. Energies are from ωB97M-V with the def2-TZVPD basis set.

Structure (ORCA input):
```
! RIJCOSX wB97M-V def2-TZVPD def2/J DEFGRID3
* xyz 0 1
Sn 0.500 -0.684 -0.471
C 4.256 -2.034 2.350
C 3.365 -0.919 1.871
O 2.981 -0.837 0.709
N 3.036 0.015 2.792
C 2.111 1.103 2.519
C 0.715 0.756 2.980
C 0.246 1.206 4.205
C -0.988 0.766 4.658
C -1.711 -0.111 3.871
C -1.183 -0.486 2.647
N 0.000 -0.060 2.199
H 4.198 -2.857 1.644
H 3.971 -2.383 3.342
H 5.287 -1.679 2.390
H 3.324 -0.132 3.745
H 2.123 1.285 1.445
H 2.464 1.998 3.031
H 0.847 1.884 4.797
H -1.372 1.096 5.615
H -2.669 -0.498 4.187
H -1.737 -1.139 1.988
O -3.687 1.645 -0.761
P -2.302 0.996 -1.151
O -1.300 2.198 -1.126
O -1.800 -0.044 -0.208
O -2.487 0.499 -2.611
P -1.668 -0.864 -3.255
O -2.569 -2.037 -2.658
O -1.774 -0.760 -4.700
O -0.333 -0.851 -2.532
H -4.453 1.127 -1.040
H -2.436 -2.155 -1.708
N -0.230 -2.630 0.294
C -0.602 -3.431 1.055
C -0.988 -4.365 1.980
C 0.015 -4.976 2.778
N 0.829 -5.472 3.426
C -2.367 -4.630 2.187
N -3.486 -4.843 2.363
Cl -2.452 2.794 -5.045
C -0.813 2.476 -4.566
C 0.052 1.946 -5.513
C 1.368 1.694 -5.175
C 1.830 1.981 -3.897
C 0.956 2.502 -2.962
C -0.381 2.744 -3.273
C -1.301 3.200 -2.180
H -0.322 1.720 -6.501
H 2.035 1.269 -5.914
H 2.860 1.790 -3.630
H 1.303 2.720 -1.958
H -2.316 3.360 -2.534
H -0.945 4.108 -1.698
*
```

Results
LUMO level ... -0.113 eV
Highest occupied orbital energy ... -0.3114 hartree
Frontier orbital gap ... 8.36 eV
Energy relative to the best compared isomer or geometry (same formula, charge and spin) ... 0.0 kJ/mol

Record 4
Here is a molecular structure, C19H18CuGeN4S from the OMol25 dataset. Energies are from ωB97M-V with the def2-TZVPD basis set.

Structure (ORCA input):
```
! RIJCOSX wB97M-V def2-TZVPD def2/J DEFGRID3
* xyz 2 2
Cu -0.687 -0.359 1.199
N 1.851 -3.224 2.998
C 0.930 -2.399 2.561
S 1.269 -1.480 1.102
N -0.214 -2.313 3.271
N -1.090 -1.491 2.808
C -2.280 -1.301 3.291
C -3.069 -0.282 2.630
C -4.362 0.031 3.028
C -5.052 1.029 2.355
C -4.430 1.689 1.309
C -3.135 1.319 0.953
N -2.470 0.363 1.586
H 2.727 -3.317 2.506
H 1.699 -3.769 3.838
H -2.665 -1.864 4.140
H -4.818 -0.503 3.852
H -6.062 1.288 2.641
H -4.933 2.478 0.769
H -2.618 1.803 0.135
Ge 0.591 0.788 -0.917
C 0.024 -0.305 -2.411
C -0.933 0.272 -3.248
C -1.226 -0.333 -4.460
C -0.587 -1.513 -4.816
C 0.351 -2.095 -3.971
C 0.663 -1.493 -2.765
C 2.406 1.327 -0.540
C 3.494 0.480 -0.767
C 4.776 0.961 -0.572
C 4.970 2.269 -0.143
C 3.888 3.114 0.068
C 2.599 2.644 -0.121
H -0.375 1.974 -0.679
H -1.434 1.190 -2.964
H -1.951 0.116 -5.125
H -0.827 -1.987 -5.759
H 0.843 -3.015 -4.259
H 1.392 -1.946 -2.104
H 3.339 -0.536 -1.107
H 5.628 0.321 -0.762
H 5.974 2.632 0.032
H 4.050 4.137 0.379
H 1.752 3.301 0.039
*
```

Results
LUMO level (spin up / spin down) ... -7.496 / -9.761 eV
Highest occupied orbital energy (spin up / spin down) ... -0.5389 / -0.5388 hartree
Frontier orbital gap (spin up / spin down) ... 7.17 / 4.90 eV

Record 5
Here is a molecular structure, C19H18F2MnN2SSi from the OMol25 dataset. Energies are from ωB97M-V with the def2-TZVPD basis set.

Structure (ORCA input):
```
! RIJCOSX wB97M-V def2-TZVPD def2/J DEFGRID3
* xyz 0 2
Mn -0.772 1.065 -0.860
F -0.239 5.387 2.402
C 0.008 4.805 1.210
C -0.720 3.693 0.830
C -0.447 3.023 -0.370
C 0.568 3.575 -1.223
C 1.239 4.729 -0.811
F 2.197 5.306 -1.578
C 0.993 5.344 0.401
C 0.882 2.824 -2.447
C 1.895 3.141 -3.354
C 2.189 2.287 -4.401
C 1.432 1.133 -4.563
C 0.401 0.901 -3.678
N 0.134 1.696 -2.634
H -1.507 3.346 1.488
H 1.557 6.211 0.701
H 2.469 4.042 -3.242
H 2.996 2.515 -5.077
H 1.632 0.438 -5.360
H -0.255 0.041 -3.802
C -3.357 -3.390 1.258
Si -1.558 -3.577 1.829
C -1.494 -3.529 3.738
C -0.825 -5.182 1.091
C -0.335 -2.223 1.284
C 0.977 -2.358 1.719
C 1.950 -1.421 1.390
C 1.590 -0.349 0.607
N 0.342 -0.188 0.154
C -0.617 -1.112 0.491
S -2.160 -0.704 -0.196
H -3.948 -4.221 1.633
H -3.435 -3.380 0.176
H -3.799 -2.469 1.625
H -2.108 -4.311 4.170
H -1.865 -2.579 4.112
H -0.487 -3.653 4.126
H -1.404 -6.050 1.388
H 0.201 -5.351 1.402
H -0.829 -5.143 0.006
H 1.246 -3.207 2.328
H 2.967 -1.524 1.727
H 2.295 0.418 0.311
*
```

Results
LUMO level (spin up / spin down) ... -0.189 / -0.120 eV
Highest occupied orbital energy (spin up / spin down) ... -0.2857 / -0.2779 hartree
Frontier orbital gap (spin up / spin down) ... 7.59 / 7.44 eV

Record 6
Here is C19H18F3N3O2S in the gas phase from the OMol25 dataset. Energies are from ωB97M-V with the def2-TZVPD basis set.

Structure (ORCA input):
```
! RIJCOSX wB97M-V def2-TZVPD def2/J DEFGRID3
* xyz 0 1
C 6.275 -2.407 -4.591
H 7.219 -2.936 -4.484
O 5.259 -3.363 -4.442
C 3.964 -2.823 -4.559
C 2.957 -3.951 -4.359
H 3.200 -4.752 -5.057
H 3.060 -4.344 -3.348
C 1.511 -3.507 -4.589
N 1.065 -2.523 -3.629
C 0.432 -2.879 -2.485
O 0.117 -4.022 -2.227
C 0.131 -1.741 -1.560
C -0.221 -0.475 -2.017
C -0.522 0.530 -1.118
C -0.467 0.275 0.246
C -0.097 -0.981 0.714
C 0.181 -1.985 -0.191
H 0.451 -2.973 0.149
H -0.022 -1.165 1.775
N -0.748 1.323 1.140
C -1.428 1.280 2.320
C -1.348 2.556 2.858
C -0.608 3.286 1.921
N -0.259 2.530 0.892
C -0.222 4.722 1.984
F -0.720 5.319 3.080
F -0.665 5.429 0.932
F 1.109 4.904 2.028
H -1.775 2.913 3.772
C -2.162 0.152 2.830
C -2.373 -0.154 4.147
C -3.202 -1.278 4.324
C -3.629 -1.804 3.147
S -3.024 -0.946 1.788
H -4.266 -2.651 2.986
H -3.469 -1.676 5.287
H -1.929 0.399 4.955
H -0.798 1.517 -1.455
H -0.293 -0.276 -3.076
H 1.420 -1.585 -3.722
H 0.851 -4.370 -4.475
H 1.395 -3.092 -5.594
H 3.835 -2.366 -5.555
H 3.822 -2.032 -3.802
H 6.233 -1.930 -5.580
H 6.204 -1.626 -3.823
*
```

Results
LUMO level ... 0.006 eV
Highest occupied orbital energy ... -0.3201 hartree
Frontier orbital gap ... 8.72 eV
Energy relative to the best compared isomer or geometry (same formula, charge and spin) ... 7.3 kJ/mol
SMILES ... COCCCNC(=O)c1ccc(-n2nc(C(F)(F)F)cc2-c2cccs2)cc1

Record 7
Here is 2 unconnected molecules or ions with the total composition C19H18F6IN4O2P from the OMol25 dataset. Energies are from ωB97M-V with the def2-TZVPD basis set.

Structure (ORCA input):
```
! RIJCOSX wB97M-V def2-TZVPD def2/J DEFGRID3
* xyz 0 1
C 0.636 2.052 -4.309
C -0.379 1.635 -3.131
C 0.251 1.966 -1.719
N 0.036 0.933 -0.675
C -1.364 0.549 -0.566
C -1.710 -0.725 -1.223
O -0.817 -1.541 -1.871
C -0.224 -2.409 -0.872
O -0.644 -3.498 -0.671
C 1.010 -1.943 -0.019
C 2.395 -2.080 -0.485
C 3.557 -1.651 0.348
C 3.371 -1.072 1.693
C 1.977 -0.903 2.189
C 0.847 -1.335 1.373
C -3.183 -1.041 -1.114
I -4.032 -2.789 -1.970
C -3.913 0.026 -0.360
N -3.482 1.143 0.237
N -2.186 1.404 0.129
C -1.722 2.645 0.763
C -0.852 2.628 1.983
C -0.555 3.989 2.461
C -1.045 5.232 1.852
N -1.818 5.200 0.723
C -2.116 3.960 0.261
H 1.705 2.080 -3.970
H 0.344 3.006 -4.818
H 0.563 1.239 -5.094
H -1.267 2.322 -3.259
H -0.617 0.556 -3.302
H -0.071 2.997 -1.366
H 1.370 2.042 -1.873
H 0.414 1.192 0.238
H 2.647 -2.505 -1.490
H 4.587 -1.771 -0.082
H 4.263 -0.764 2.291
H 1.771 -0.479 3.210
H -0.175 -1.199 1.823
H -5.024 -0.145 -0.277
H -0.491 1.688 2.460
H 0.104 4.085 3.366
H -0.786 6.235 2.286
H -2.779 3.936 -0.654
F -0.023 -4.472 1.828
P 1.344 -5.270 2.214
F 1.982 -5.325 3.708
F 1.752 -5.144 0.643
F 0.164 -6.229 2.780
F 2.014 -3.818 2.401
F 2.173 -6.632 1.912
*
```

Results
LUMO level ... -2.956 eV
Highest occupied orbital energy ... -0.3312 hartree
Frontier orbital gap ... 6.06 eV

Record 8
Here is a molecular structure, C19H18GdNOS from the OMol25 dataset. Energies are from ωB97M-V with the def2-TZVPD basis set.

Structure (ORCA input):
```
! RIJCOSX wB97M-V def2-TZVPD def2/J DEFGRID3
* xyz 0 8
C -3.159 0.732 2.777
C -2.744 2.018 2.320
C -2.305 1.862 0.968
H -2.829 2.939 2.886
C -2.362 0.473 0.629
C -2.942 -0.222 1.731
H -3.325 -1.238 1.708
H -3.657 0.537 3.730
H -2.084 2.690 0.292
H -2.198 0.061 -0.376
C 1.997 -0.355 2.974
C 1.246 -0.481 4.189
C 0.238 -1.481 3.979
H 1.427 0.053 5.119
C 0.310 -1.917 2.619
C 1.352 -1.173 1.969
H 1.640 -1.261 0.909
H 2.944 0.188 2.879
H -0.391 -1.896 4.761
H -0.213 -2.766 2.193
Gd -0.546 0.571 2.611
O 0.346 0.081 -1.435
C 0.521 1.443 -1.892
C -0.005 0.402 -2.843
H -0.183 2.153 -1.444
H 1.550 1.784 -2.084
H -1.079 0.455 -3.080
H -0.653 -0.252 -5.401
C 0.401 -0.439 -5.182
C 0.871 -0.188 -3.869
C 2.222 -0.462 -3.572
H 2.601 -0.304 -2.562
C 3.079 -0.940 -4.567
H 4.120 -1.153 -4.321
C 2.618 -1.142 -5.877
H 3.297 -1.508 -6.656
C 1.271 -0.882 -6.179
H 0.902 -1.022 -7.200
S -0.778 1.969 4.951
C -1.486 0.740 5.830
N -2.015 -0.068 6.518
*
```

Results
LUMO level (spin up / spin down) ... -0.475 / -3.177 eV
Highest occupied orbital energy (spin up / spin down) ... -0.3140 / -0.3135 hartree
Frontier orbital gap (spin up / spin down) ... 8.07 / 5.36 eV
Energy relative to the best compared isomer or geometry (same formula, charge and spin) ... 0.0 kJ/mol

Record 9
Here is a molecular structure, C19H18I2N4O2PdS from the OMol25 dataset. Energies are from ωB97M-V with the def2-TZVPD basis set.

Structure (ORCA input):
```
! RIJCOSX wB97M-V def2-TZVPD def2/J DEFGRID3
* xyz -2 3
Pd -0.906 0.074 0.520
I -3.319 -4.554 1.088
C -2.551 -3.240 2.568
C -2.731 -3.496 3.905
C -2.197 -2.608 4.820
I -2.527 -3.049 6.894
C -1.475 -1.467 4.445
C -0.859 -0.562 5.327
C -0.141 0.514 4.797
C -0.117 0.722 3.439
N -0.732 -0.099 2.561
C -1.354 -1.216 3.049
C -1.883 -2.109 2.068
O -1.755 -1.905 0.804
H -3.268 -4.374 4.238
H -0.911 -0.713 6.397
H 0.386 1.190 5.459
H 0.414 1.566 3.015
C 1.441 3.756 -2.093
C 1.800 2.321 -2.286
C 2.208 1.738 -3.458
C 2.614 0.396 -3.455
N 2.622 -0.348 -2.319
C 2.187 0.188 -1.211
S 2.121 -0.651 0.257
N 1.799 1.525 -1.149
C 3.032 -0.315 -4.707
H 1.280 4.254 -3.048
H 2.244 4.275 -1.563
H 0.545 3.840 -1.477
H 2.236 2.320 -4.370
H 1.290 1.822 -0.319
H 3.414 0.386 -5.449
H 2.188 -0.853 -5.148
H 3.802 -1.045 -4.469
C -0.312 -2.027 -1.800
O -0.826 -0.807 -2.302
C -1.146 0.189 -1.446
C -1.626 1.354 -2.287
H -1.135 -2.696 -1.533
H 0.324 -1.858 -0.917
H 0.286 -2.464 -2.603
H -1.346 1.187 -3.331
H -1.195 2.293 -1.943
H -2.714 1.447 -2.227
N -0.546 3.124 0.673
C -0.659 1.975 0.583
*
```

Results
LUMO level (spin up / spin down) ... 3.855 / 3.844 eV
Highest occupied orbital energy (spin up / spin down) ... 0.0227 / -0.0554 hartree
Frontier orbital gap (spin up / spin down) ... 3.24 / 5.35 eV
Energy relative to the best compared isomer or geometry (same formula, charge and spin) ... 40.1 kJ/mol

Record 10
Here is a molecular structure, C19H18IrN5O5S3Si from the OMol25 dataset. Energies are from ωB97M-V with the def2-TZVPD basis set.

Structure (ORCA input):
```
! RIJCOSX wB97M-V def2-TZVPD def2/J DEFGRID3
* xyz 0 5
Ir 0.045 -0.401 0.615
N 0.901 0.871 3.808
C -0.213 0.105 3.801
N -0.774 -0.330 2.704
C -1.915 -1.072 2.963
C -2.198 -1.237 4.271
S -1.022 -0.417 5.239
C -2.661 -1.522 1.787
C -3.799 -2.245 1.726
S -4.276 -2.448 0.076
C -2.900 -1.517 -0.425
N -2.153 -1.118 0.568
N -2.613 -1.265 -1.719
H 1.047 1.410 2.961
H 1.154 1.327 4.667
H -3.017 -1.768 4.723
H -4.381 -2.661 2.530
H -3.313 -1.428 -2.419
H -1.941 -0.527 -1.895
O -0.916 5.629 -1.818
C -0.721 4.552 -1.333
C -1.107 3.198 -1.936
O -1.678 3.013 -2.981
C -0.671 2.162 -0.960
C -0.099 2.788 0.220
O 0.296 2.156 1.206
C -0.083 4.275 0.035
O 0.361 5.093 0.797
O -0.758 0.928 -1.112
C 3.687 -4.198 -1.974
Si 4.370 -3.759 -0.292
C 3.732 -4.912 1.033
C 6.241 -3.868 -0.351
C 3.927 -1.974 0.147
C 4.914 -1.019 0.379
C 4.601 0.297 0.699
C 3.267 0.642 0.782
N 2.301 -0.247 0.567
C 2.603 -1.524 0.257
S 1.153 -2.491 0.021
H 3.969 -5.221 -2.237
H 4.087 -3.532 -2.741
H 2.600 -4.127 -1.994
H 3.985 -5.948 0.796
H 2.649 -4.837 1.128
H 4.177 -4.671 2.001
H 6.538 -4.888 -0.606
H 6.701 -3.622 0.608
H 6.662 -3.206 -1.112
H 5.958 -1.304 0.308
H 5.369 1.036 0.874
H 2.945 1.649 1.018
*
```

Results
LUMO level (spin up / spin down) ... -0.356 / -2.345 eV
Highest occupied orbital energy (spin up / spin down) ... -0.2478 / -0.2948 hartree
Frontier orbital gap (spin up / spin down) ... 6.39 / 5.68 eV
Energy relative to the best compared isomer or geometry (same formula, charge and spin) ... 0.0 kJ/mol

Question: Which formula does entry 10 have?
Answer: C19H18IrN5O5S3Si